(1)
ORCA calculation (ωB97M-V/def2-TZVPD) on C6H7NO in the gas phase at a distorted geometry.

Properties
- E: -362.64614 hartree
- E_HOMO: -0.3453 Eh
- LUMO energy: 0.0383 hartree
- Structure (SMILES): C1=C[C@H]2O[C@@H]2[C@@H]2N[C@H]12

```
! wB97M-V def2-TZVPD RIJCOSX def2/J DEFGRID3
* xyz 0 1
O -2.130 -0.991 0.064
N 1.382 -0.938 0.824
C -0.818 -0.874 -0.501
C 0.605 -1.288 -0.376
C 0.413 1.359 -0.114
C -1.318 -0.003 0.563
C -0.925 1.345 0.085
C 1.296 0.101 -0.220
H 1.021 -2.035 -1.040
H 0.892 -0.737 1.666
H -1.066 -0.253 1.600
H 2.239 0.312 -0.719
H -1.000 -0.540 -1.514
H 0.971 2.308 -0.255
H -1.560 2.235 -0.062
*
```


(2)
ORCA calculation (ωB97M-V/def2-TZVPD) on a molecular structure, C23H24AsBrN3O2S2Zr.

Properties
- E: -6857.99543 hartree
- E_HOMO: -0.6188 Eh
- LUMO energy: -0.3614 hartree

```
! wB97M-V def2-TZVPD RIJCOSX def2/J DEFGRID3
* xyz 3 1
Zr 0.502 0.081 -0.359
Br 2.756 -1.803 -0.399
As -1.261 1.576 -3.446
S -0.646 2.028 -1.385
S 0.429 0.217 2.409
O 1.329 -0.809 2.821
O 1.045 1.164 1.353
N -0.641 -1.845 -0.775
N -0.732 -0.301 1.383
N 2.606 0.767 -1.206
C -1.947 -3.571 2.787
C 4.895 0.046 -1.030
C -1.242 2.009 3.529
C -1.118 -2.431 0.378
C -0.535 -2.605 -1.870
C -1.699 2.742 4.606
C -1.197 -1.640 1.544
C -1.536 3.209 -4.408
C -0.887 -3.947 -1.900
C 3.542 -0.145 -0.939
C 3.023 1.990 -1.593
C -2.855 0.509 -3.458
C -1.867 -4.361 1.678
C 0.438 0.965 4.975
C -1.329 -4.549 -0.740
C -0.177 1.133 3.736
C 5.308 1.311 -1.444
C -0.037 1.712 6.039
C 4.363 2.289 -1.729
C -1.096 2.593 5.853
C 0.181 0.647 -4.324
C -1.442 -3.804 0.448
C -1.604 -2.203 2.722
H -3.711 1.154 -3.265
H 5.598 -0.740 -0.792
H 0.637 -0.102 -3.676
H 1.257 0.270 5.098
H -0.196 0.158 -5.222
H -0.791 -4.503 -2.821
H 0.939 1.375 -4.609
H -1.669 -1.597 3.618
H -2.526 3.427 4.482
H -2.268 -3.985 3.733
H 6.365 1.526 -1.537
H -2.954 0.058 -4.445
H 4.665 3.277 -2.046
H -1.583 -5.603 -0.736
H -1.705 2.105 2.555
H 0.418 1.605 7.014
H -2.121 -5.412 1.718
H -2.796 -0.259 -2.689
H -0.619 3.795 -4.400
H -1.800 2.932 -5.430
H -1.461 3.171 6.692
H 2.249 2.722 -1.777
H -0.151 -2.127 -2.766
H -2.348 3.775 -3.956
*
```


(3)
ORCA calculation (ωB97M-V/def2-TZVPD) on 2 unconnected molecules or ions with the total composition C4H8OSe at a distorted geometry.

Properties
- E: -2633.66361 hartree
- E_HOMO (spin up / spin down): -0.2533 / -0.3656 Eh
- LUMO energy (spin up / spin down): 0.0286 / -0.0481 hartree

```
! wB97M-V def2-TZVPD RIJCOSX def2/J DEFGRID3
* xyz 0 3
Se -2.274 -0.216 -0.229
O 2.664 -1.237 0.094
C 1.453 0.368 -1.047
C -1.619 1.032 0.843
C -1.473 -1.768 0.188
C 1.872 -0.327 0.201
H -1.102 -2.042 1.132
H 0.557 -0.164 -1.577
H -0.746 0.934 1.442
H 1.142 1.479 -0.927
H 1.276 0.070 1.010
H -1.644 2.107 0.437
H 2.182 0.418 -1.738
H -1.974 -2.550 -0.186
*
```


(4)
ORCA calculation (ωB97M-V/def2-TZVPD) on 5 unconnected molecules or ions with the total composition C43H80IN2O13PS.

Properties
- E: -3811.32463 hartree
- E_HOMO: -0.3382 Eh
- LUMO energy: 0.0028 hartree
- Structure (SMILES): [H]/N=C\C[C@H](OCCC)[C@H](I)N(CCCCCCCCCCCCCCCCCCCC)[PH2]=S.C[C@@H]1COC(=O)O1.C[C@@H]1COC(=O)O1.C[C@@H]1COC(=O)O1.C[C@@H]1COC(=O)O1

```
! wB97M-V def2-TZVPD RIJCOSX def2/J DEFGRID3
* xyz 0 1
I -0.877 -0.403 7.503
S -2.807 -2.754 3.175
P -1.165 -1.727 3.119
O 4.709 0.301 -5.630
O -5.290 -6.143 -1.116
O -6.466 -4.254 -1.050
O 1.993 7.515 1.460
O 6.899 0.435 -5.149
O -0.192 1.264 -5.687
O -5.458 -4.864 -2.968
O -0.110 7.622 2.163
O -1.309 -0.442 -6.648
O 0.297 0.599 -7.783
O -2.888 1.397 5.363
O 5.504 1.927 -4.269
O 0.499 8.807 0.357
N -0.479 -1.264 4.624
N 0.555 2.460 3.196
C 0.442 -1.515 -3.361
C -5.531 -5.861 0.267
C 4.018 -1.590 4.155
C 2.516 -0.042 -2.838
C -0.107 2.877 4.179
C -0.036 -0.243 -10.047
C -1.432 -0.871 -8.008
C -1.613 0.996 4.928
C -6.712 -4.917 0.203
C -0.077 -2.517 5.338
C -5.714 -5.069 -1.829
C 7.716 1.464 -4.597
C 4.000 -1.317 -0.240
C -2.061 -1.209 -3.054
C -0.795 -1.897 -2.548
C 1.305 -2.432 6.015
C 0.978 -0.115 -3.006
C -4.612 -1.471 -3.215
C 0.485 6.519 2.850
C -5.717 -0.910 -2.318
C 2.858 5.609 2.732
C -0.506 1.995 5.339
C 4.447 -2.206 2.790
C -5.431 3.231 3.263
C 3.287 -2.557 1.831
C -5.410 0.526 -1.836
C -0.061 -0.553 -8.568
C -3.332 -1.770 -2.411
C 3.816 -2.670 5.243
C -3.464 2.446 4.608
C -6.795 -3.927 1.342
C 2.968 -1.391 0.907
C -0.384 0.550 -6.615
C -1.432 -0.445 5.430
C 7.071 3.583 -3.364
C 2.939 0.678 -1.534
C 0.771 8.059 1.241
C -4.776 2.020 3.962
C 6.778 2.125 -3.613
C 4.180 0.068 -0.876
C 5.608 0.843 -5.076
C 2.432 -3.328 5.405
C 1.961 6.826 2.732
H -0.672 -0.939 -10.594
H 2.959 0.485 -3.680
H 0.515 0.225 -2.075
H 2.571 -4.184 6.068
H -4.643 -5.380 0.686
H 2.114 0.690 -0.822
H -5.832 -1.546 -1.438
H 4.996 0.018 -1.602
H -3.447 -1.368 -1.406
H -4.997 -2.380 -3.677
H 3.676 -2.036 -0.995
H 6.715 4.203 -4.159
H 1.978 -1.523 0.466
H -1.290 -0.555 2.364
H 3.889 5.885 2.950
H 0.974 -0.324 -10.446
H 1.629 -1.395 5.928
H 2.922 -0.453 1.445
H -5.159 0.552 -0.776
H -5.343 3.164 2.182
H -7.792 -3.494 1.412
H 1.223 -2.260 -3.189
H -0.382 0.775 -10.227
H -6.572 -4.416 2.291
H -4.404 -0.721 -3.982
H 0.683 0.596 -3.777
H -3.235 -2.855 -2.315
H 8.017 2.145 -5.397
H 4.125 -2.275 6.212
H 4.974 -1.642 0.135
H -1.613 0.982 3.836
H 6.596 3.930 -2.463
H -2.801 2.800 3.810
H 0.214 5.595 2.332
H -2.219 -0.287 -8.491
H 4.523 -3.470 5.004
H -5.737 -6.780 0.809
H 2.842 5.126 1.756
H -0.608 -1.603 -1.511
H -0.411 3.924 4.186
H -6.491 3.265 3.501
H -2.012 -0.138 -2.842
H 6.745 1.572 -2.670
H -4.972 4.168 3.578
H 5.034 -1.445 2.268
H 2.532 4.891 3.485
H 8.600 1.034 -4.135
H 2.927 -1.053 -2.855
H -6.255 1.197 -1.986
H -6.091 -3.110 1.187
H -2.146 -1.336 -4.135
H -7.647 -5.473 0.104
H 0.130 6.478 3.877
H -0.113 -2.432 2.537
H 8.140 3.736 -3.260
H 0.649 -1.348 -8.328
H 0.764 1.468 3.324
H 1.211 -2.648 7.078
H -0.006 -3.311 4.592
H 2.428 -2.822 2.448
H -1.686 -1.927 -8.049
H 2.274 7.537 3.501
H 5.102 -3.063 2.944
H -4.543 1.275 3.202
H 0.405 1.472 5.627
H -5.442 1.608 4.716
H -0.863 2.623 6.154
H -6.677 -0.905 -2.837
H 3.213 1.707 -1.775
H 0.209 -1.544 -4.428
H 4.488 0.744 -0.073
H 3.139 -0.945 4.052
H -4.555 0.939 -2.373
H 2.135 -3.737 4.440
H 4.814 -0.924 4.497
H -0.954 -2.977 -2.578
H 3.498 -3.437 1.219
H -2.424 -0.898 5.405
H -0.863 -2.828 6.023
H -3.662 3.309 5.252
*
```


(5)
ORCA calculation (ωB97M-V/def2-TZVPD) on C3H6F2O3 in the gas phase at a distorted geometry.

Properties
- E: -543.29435 hartree
- E_HOMO: -0.3878 Eh
- LUMO energy: 0.0260 hartree
- Structure (SMILES): CO[C@@](O)(F)[C@H](O)F

```
! wB97M-V def2-TZVPD RIJCOSX def2/J DEFGRID3
* xyz 0 1
F 1.480 1.109 -1.900
F 1.261 0.165 0.737
O 1.240 -1.074 -1.620
O -0.905 -0.426 0.236
O -0.135 1.993 0.183
C -1.148 -0.746 1.598
C 0.168 0.328 -0.026
C 0.608 0.133 -1.554
H -2.064 -0.253 2.113
H 2.264 -0.934 -1.618
H -0.253 0.262 -2.298
H -1.311 -1.894 1.540
H -1.055 1.868 0.448
H -0.151 -0.531 2.160
*
```


(6)
ORCA calculation (ωB97M-V/def2-TZVPD) on a molecular structure, C31H44F32O7SSi2 at a distorted geometry.

Properties
- E: -5906.97901 hartree
- E_HOMO: -0.3759 Eh
- LUMO energy: -0.0035 hartree

```
! wB97M-V def2-TZVPD RIJCOSX def2/J DEFGRID3
* xyz 0 1
S -1.801 0.086 -5.100
Si -4.532 1.474 -1.556
Si -3.633 0.707 -4.092
F 12.071 -1.788 1.968
F 14.813 -5.075 1.842
F 15.625 -6.632 3.114
F -1.515 0.989 4.561
F -6.152 5.245 3.645
F 0.190 -0.353 1.690
F -4.475 5.628 7.002
F -3.401 3.199 6.239
F 5.775 -1.685 0.387
F 13.116 -5.880 3.992
F 2.376 1.464 1.955
F 12.375 -5.294 1.429
F 7.330 0.715 0.795
F 0.538 0.797 3.863
F -6.979 4.740 6.366
F 5.470 -0.136 -1.113
F 8.213 -1.466 0.800
F 13.930 -2.894 1.837
F -1.392 1.387 1.796
F 14.713 -5.364 5.378
F 9.025 -3.023 2.071
F -7.443 6.985 3.642
F -8.595 4.735 4.906
F 12.070 -3.745 -0.070
F 8.113 -1.755 4.336
F 6.516 -2.271 2.950
F -5.168 3.648 5.066
F -1.874 3.213 2.856
F 2.504 1.546 -0.216
F 5.471 1.821 0.926
F -2.526 5.801 6.052
F 2.030 -0.992 0.736
O 12.478 -3.316 3.529
O 0.181 3.004 2.038
O -0.830 -0.522 -4.032
O -1.062 1.272 -5.782
O -3.304 1.874 -2.790
O 5.878 0.293 2.486
O -5.721 6.977 5.046
C -6.727 -4.160 -3.048
C -0.888 2.296 2.664
C -3.901 4.054 5.306
C -6.732 6.160 4.458
C -6.228 0.329 -5.276
C -7.663 5.529 5.499
C 7.097 0.008 3.177
C -7.588 0.819 -6.056
C 14.187 -5.055 4.151
C 15.254 -5.324 3.097
C 11.894 -4.037 1.246
C -4.377 6.544 4.826
C 7.587 -1.446 3.108
C -0.483 1.680 4.007
C 13.697 -3.601 4.220
C -6.410 -3.469 -4.528
C -8.892 1.035 -5.074
C 1.632 1.347 0.822
C 0.603 2.486 0.774
C -7.572 -3.762 -5.645
C -8.668 -2.561 -5.846
C -9.844 -0.288 -4.895
C 5.294 -0.428 0.204
C 12.616 -3.023 2.139
C 6.016 0.586 1.097
C -2.264 -1.283 -6.321
C -8.986 -1.671 -4.508
C -3.838 5.492 5.808
C 1.045 -0.054 0.686
C 8.654 -1.714 2.054
C -4.965 1.376 -5.369
H -3.774 7.448 4.978
H 10.821 -4.053 1.454
H 14.487 -2.880 3.976
H -8.183 6.296 6.078
H 6.862 0.207 4.230
H -9.537 1.904 -5.576
H -3.314 3.925 4.393
H 9.550 -1.115 2.234
H -9.695 -3.095 -6.141
H -7.011 -3.876 -6.692
H -5.784 2.061 -2.013
H -0.246 2.258 0.118
H -0.165 2.450 4.715
H -8.092 -4.781 -5.399
H -10.521 -0.086 -3.933
H -4.662 0.028 -1.382
H -4.508 1.299 -6.462
H -1.342 -1.695 -6.922
H -9.685 -2.298 -3.797
H -4.198 6.271 3.779
H -7.402 -5.130 -3.171
H -5.386 -3.949 -4.909
H -7.338 1.899 -6.501
H -2.819 -2.178 -5.779
H -5.741 -4.422 -2.448
H -5.295 2.472 -5.087
H -7.272 -3.321 -2.407
H 7.887 0.729 2.934
H 1.101 3.334 0.289
H 16.150 -4.724 3.276
H 13.462 -3.402 5.273
H -8.047 -1.295 -3.920
H -8.477 1.481 -4.059
H 0.522 -0.175 -0.266
H -10.558 -0.473 -5.807
H -6.420 0.151 -4.112
H -3.055 -0.811 -7.078
H 4.221 -0.444 0.412
H -4.162 -0.526 -3.454
H -5.838 -0.700 -5.733
H -6.177 -2.339 -4.332
H -4.133 2.078 -0.276
H -7.829 0.154 -7.017
H -8.346 -1.950 -6.791
*
```


(7)
ORCA calculation (ωB97M-V/def2-TZVPD) on 4 unconnected molecules or ions with the total composition C2H14N2O3.

Properties
- E: -419.81121 hartree
- E_HOMO: -0.3595 Eh
- LUMO energy: 0.0243 hartree
- Structure (SMILES): NCCN.O.O.O

```
! wB97M-V def2-TZVPD RIJCOSX def2/J DEFGRID3
* xyz 0 1
O -1.057 0.768 1.969
O 1.490 2.533 0.631
O -0.384 4.750 -1.331
N -0.455 -1.199 -1.630
N -1.001 -2.109 1.003
C 0.649 -1.415 -0.711
C 0.305 -2.401 0.400
H -0.843 -0.107 1.608
H 0.376 -3.406 -0.022
H -0.609 -2.023 -2.202
H -0.219 -0.482 -2.307
H -0.017 5.395 -1.946
H -1.089 -2.602 1.882
H 0.995 -0.470 -0.297
H 1.578 -1.773 -1.191
H -1.735 -2.378 0.362
H 0.675 2.902 0.988
H 0.110 3.944 -1.537
H -1.044 0.647 2.921
H 1.064 -2.272 1.165
H 1.213 1.698 0.245
*
```


(8)
ORCA calculation (ωB97M-V/def2-TZVPD) on C2H3N3OS2 in the gas phase at a distorted geometry.

Properties
- E: -1113.84787 hartree
- E_HOMO: -0.3069 Eh
- LUMO energy: -0.0036 hartree
- Structure (SMILES): Oc1nc(=S)n(S)[nH]1

```
! wB97M-V def2-TZVPD RIJCOSX def2/J DEFGRID3
* xyz 0 1
S -2.174 2.036 -0.063
S -2.094 -1.358 -0.056
O 2.521 0.423 0.006
N 0.468 -0.731 -0.087
N -0.857 -0.301 -0.370
N 0.512 1.535 -0.028
C 1.220 0.449 -0.071
C -0.818 1.083 -0.183
H 2.811 -0.468 0.219
H 0.785 -1.516 -0.673
H -2.374 -1.151 1.306
*
```


(9)
ORCA calculation (ωB97M-V/def2-TZVPD) on 6 unconnected molecules or ions with the total composition C7H8Cl15N at a distorted geometry.

Properties
- E: -7229.12522 hartree
- E_HOMO: -0.3878 Eh
- LUMO energy: 0.0091 hartree
- Structure (SMILES): ClC(Cl)Cl.ClC(Cl)Cl.ClC(Cl)Cl.ClC(Cl)Cl.ClC(Cl)Cl.CC#N

```
! wB97M-V def2-TZVPD RIJCOSX def2/J DEFGRID3
* xyz 0 1
Cl -3.505 0.058 -2.023
Cl -2.412 5.176 -1.980
Cl 1.910 -2.598 2.453
Cl 0.911 -3.617 -0.023
Cl -4.114 -2.090 -0.178
Cl 6.471 -1.146 -0.838
Cl 4.751 -3.075 -2.167
Cl -0.961 -2.670 2.012
Cl -2.096 1.598 5.314
Cl -2.217 -2.554 -2.304
Cl -2.201 4.991 -4.920
Cl 0.134 1.677 3.476
Cl 0.072 5.840 -3.344
Cl -0.368 -0.723 5.095
Cl 3.583 -0.769 -0.768
N -0.232 2.588 -1.595
C -0.444 1.049 5.031
C -1.355 4.817 -3.344
C 0.062 0.419 -0.188
C 4.896 -1.959 -0.805
C -3.679 -1.656 -1.822
C 0.557 -3.459 1.709
C -0.115 1.627 -0.995
H 0.482 -4.472 2.091
H -0.899 0.013 0.067
H 0.231 1.406 5.756
H 4.841 -2.490 0.124
H -1.011 3.791 -3.214
H 0.596 0.584 0.748
H -4.414 -2.043 -2.491
H 0.527 -0.313 -0.879
*
```


(10)
ORCA calculation (ωB97M-V/def2-TZVPD) on 2 unconnected molecules or ions with the total composition C4H8ClN at a distorted geometry.

Properties
- E: -671.93734 hartree
- E_HOMO (spin up / spin down): -0.2097 / -0.3700 Eh
- LUMO energy (spin up / spin down): 0.0383 / -0.0002 hartree

```
! wB97M-V def2-TZVPD RIJCOSX def2/J DEFGRID3
* xyz 0 3
Cl 2.610 0.916 -0.294
N 1.430 -1.489 -0.291
C -1.540 0.016 -0.315
C -0.674 0.408 0.780
C -1.135 1.417 -0.264
C 1.886 -0.474 0.416
H 0.836 -2.221 0.158
H -1.102 -0.456 -1.133
H 2.081 -0.642 1.480
H -2.604 -0.380 -0.018
H -0.446 1.769 -0.920
H -1.956 2.160 -0.042
H -0.932 0.585 1.744
H 1.544 -1.609 -1.301
*
```


Energy above the lowest of the compared OMol25 structures with the same formula, charge and spin for every record listed, in sequence, given in eV: 4.554 0.762 0.688 0.000 1.316 6.049 0.782 0.807 0.000 1.256.